[1]
{
  "formula": "C4H6NOS",
  "method": "the ωB97M-V functional and the def2-TZVPD basis",
  "de_lowest_ev": 2.832,
  "mol_weight_g_mol": 116.2,
  "orbital_gap_ev": 7.86,
  "spin_multiplicity": 1,
  "homo_energy_ha": -0.478,
  "total_charge": 1,
  "energy_ha": -683.82546,
  "species": ["C", "C", "H", "C", "H", "H", "S", "H", "N", "C", "H", "O", "H"],
  "coordinates": [[-1.5437, 1.9270, 0.8364], [1.3038, -0.9679, -0.6701], [2.1496, -0.6100, 0.0203], [0.1530, -1.3723, 0.2878], [-1.7808, 2.7006, -0.0485], [-0.8499, -1.3741, -0.3691], [-0.0807, -0.1408, 1.6115], [1.4861, -1.9215, -1.1851], [-0.8425, 0.9219, 0.5919], [0.9114, 0.0095, -1.4984], [0.2674, -2.2339, 0.8339], [0.7632, 0.7970, -2.2814], [-1.9370, 2.2646, 1.8708]],
  "forces_ev_per_a": [[-1.4, 3.0, 0.3], [1.3, -3.1, 4.1], [-0.7, -0.4, -1.4], [-3.5, 3.1, -1.4], [0.3, -2.1, 1.9], [2.1, -0.4, 1.8], [-0.6, -0.6, 0.1], [0.6, 0.5, -0.5], [0.8, 0.4, -1.5], [-0.3, 3.1, -2.7], [0.8, -2.5, 0.5], [-0.3, -0.3, 0.4], [0.8, -0.7, -1.5]],
  "mulliken_charge": [-0.204, -0.133, 0.309, -0.890, 0.201, 0.386, 0.047, 0.284, -0.224, 0.576, 0.462, -0.051, 0.237]
}



[2]
{
  "formula": "C28H30Cl8N2O4",
  "method": "the ωB97M-V functional and the def2-TZVPD basis",
  "de_lowest_ev": 0.000,
  "mol_weight_g_mol": 742.2,
  "orbital_gap_ev": 9.25,
  "spin_multiplicity": 1,
  "homo_energy_ha": -0.346,
  "energy_ha": -5176.69428,
  "smiles": "C[N+](=O)[O-].C[N+](=O)[O-].ClC(Cl)(Cl)Cl.ClC(Cl)(Cl)Cl.c1ccccc1.c1ccccc1.c1ccccc1.c1ccccc1",
  "species": ["H", "C", "C", "H", "C", "C", "H", "N", "C", "N", "Cl", "C", "C", "Cl", "C", "H", "Cl", "H", "C", "H", "C", "C", "C", "C", "H", "H", "H", "Cl", "C", "C", "H", "Cl", "H", "H", "Cl", "H", "H", "Cl", "H", "H", "C", "C", "H", "H", "H", "C", "C", "H", "Cl", "H", "O", "H", "C", "H", "H", "C", "H", "H", "H", "C", "O", "C", "H", "C", "C", "C", "C", "H", "O", "C", "H", "O"],
  "coordinates": [[2.7329, 1.0863, -2.7377], [0.2674, 4.3065, 0.8143], [-4.9173, -0.6170, 0.7218], [-0.1223, 4.1812, -3.0073], [-3.3643, 2.5254, -2.3481], [1.1577, -1.9298, 5.2901], [2.6019, -4.0961, -2.3529], [-0.1686, -1.2140, -1.1772], [-1.0551, -2.8823, 3.9132], [2.2829, -4.6632, -4.3564], [-4.2191, 1.1199, -2.9943], [3.5664, 3.0667, -2.7946], [2.5188, 2.1413, -2.8601], [4.7424, -2.7879, 2.2786], [3.2993, 4.4311, -2.9806], [-1.9981, -3.2000, 3.4854], [3.3064, -2.9759, -0.1424], [1.1259, -3.4182, -3.1349], [4.5746, -2.0006, 0.7087], [0.2027, 5.1289, 0.1109], [-3.3035, -2.3996, 0.6501], [-3.8776, -1.3302, 1.3170], [1.9780, 4.8347, -2.9324], [-1.0565, -2.8121, 5.3066], [0.1400, 0.9726, 2.7438], [4.6046, 2.8050, -2.6335], [-6.3090, -0.5765, -0.9646], [-1.9967, 1.9790, -1.3070], [1.2029, 2.5813, -2.8707], [0.9295, 3.9482, -2.9097], [-5.5346, 0.0440, 1.3194], [-4.4147, 3.5567, -1.4380], [0.0176, -2.5205, 7.0808], [0.3615, 1.9019, -2.9197], [3.9135, -0.3661, 0.8028], [2.3122, 3.9179, 0.3729], [1.8205, 5.9057, -3.0226], [6.0821, -2.0925, -0.2002], [2.0698, -1.5349, 5.7244], [-3.1852, -3.4474, -1.2111], [1.3995, 2.4008, 1.6464], [-0.9114, 3.8748, 1.3970], [-2.5264, -2.9497, 1.1574], [4.0805, 5.1365, -3.2243], [1.0319, -0.6590, 0.4766], [-0.9310, 2.7211, 2.1591], [2.1718, -3.6807, -3.2587], [-1.8933, 2.4139, 2.5510], [-2.6918, 3.4359, -3.7227], [2.1753, 1.6462, 1.6658], [1.2694, -5.2128, -4.7341], [2.7331, -2.7882, -3.5260], [1.4400, 3.5737, 0.9114], [-1.8388, -3.3013, 5.8741], [1.9097, -1.3876, 3.3184], [0.2956, -0.2073, -0.1783], [0.7363, 0.5917, -0.7735], [-5.2299, -2.2719, -2.1537], [0.0225, -2.2466, 2.1428], [-4.7448, -1.9776, -1.2296], [3.3772, -4.9127, -4.8073], [-3.7043, -2.6816, -0.6495], [-3.4751, -1.1441, 2.3063], [0.2219, 1.9284, 2.2447], [-0.0225, -2.2562, 3.2263], [-5.4001, -0.9759, -0.5373], [1.0966, -1.7861, 3.9104], [-1.7964, 4.4804, 1.2509], [-0.0294, -2.3875, -0.8989], [0.0883, -2.4317, 6.0054], [-0.5591, 0.2418, 0.3209], [-0.5845, -0.7562, -2.2159]],
  "forces_ev_per_a": [[0.0, 0.0, -0.2], [-0.2, 0.0, -0.8], [-0.9, -0.3, 0.4], [0.1, 0.7, 0.3], [0.9, -0.5, -0.3], [0.9, 0.9, -0.2], [-0.1, -0.3, -0.2], [0.6, 0.6, 0.5], [-0.8, 1.4, 0.8], [-0.2, -0.7, -0.3], [0.1, 0.2, 0.2], [0.0, 0.6, -0.6], [0.4, 0.1, 1.2], [0.3, 0.5, 0.1], [-0.3, -1.2, 0.4], [0.3, -0.2, -0.6], [0.3, 0.3, 0.0], [0.0, -0.2, 0.1], [-0.8, -1.0, -0.4], [0.2, 0.2, 0.3], [0.1, 0.6, -0.4], [0.1, -0.2, -0.1], [0.1, 1.5, -0.7], [0.9, -1.3, 0.0], [0.4, -0.1, 0.1], [-0.1, -0.5, -0.3], [0.1, 0.4, 0.2], [-0.7, 0.3, -0.3], [0.1, 0.3, -0.5], [-0.3, -1.3, 0.1], [0.4, 0.4, 0.0], [-0.4, 0.2, 0.3], [0.6, 0.2, 0.1], [0.2, -0.2, 0.0], [0.6, 0.0, 0.2], [0.2, -0.2, 0.1], [-0.4, -0.1, 0.0], [-0.3, 0.3, 0.2], [-0.1, -0.3, 0.5], [-0.1, -0.2, 0.0], [-0.5, -1.6, 0.2], [0.3, 0.4, 0.3], [0.2, -0.2, -0.2], [0.1, 0.1, 0.5], [-0.2, -0.1, 0.1], [0.0, -0.4, -0.3], [-0.2, 0.7, 0.1], [0.2, -0.2, 0.3], [0.0, 0.0, 0.1], [0.7, 0.5, 0.0], [-0.4, 0.2, 0.2], [0.1, -0.1, -0.1], [-0.3, 0.0, 0.2], [-0.3, 0.3, -0.1], [0.2, 0.1, 0.3], [0.2, 0.5, -0.5], [0.2, 0.0, 0.1], [0.6, -0.2, -0.3], [-0.3, 0.0, 0.0], [-0.8, -0.2, -0.1], [0.6, 0.3, 0.1], [0.4, -0.3, -0.2], [-0.4, 0.4, 0.1], [-0.7, 1.3, -0.1], [0.4, -0.6, -0.4], [0.6, -0.3, 0.7], [-0.8, -0.6, -0.2], [-0.1, -0.2, 0.1], [-0.3, -0.2, -0.2], [-0.9, 0.1, -0.3], [-0.1, -0.4, 0.2], [-0.3, -0.5, -0.3]],
  "mulliken_charge": [0.514, -0.500, -0.509, 0.119, 0.220, -0.501, 0.240, 1.221, -0.482, 0.913, -0.089, -0.372, -0.536, -0.073, -0.629, 0.323, -0.123, 0.272, 0.220, 0.386, -0.187, -0.229, -0.276, -0.529, 0.499, 0.399, 0.460, 0.088, 0.008, -0.424, 0.378, -0.109, 0.371, 0.499, -0.038, 0.406, 0.361, -0.091, 0.356, 0.382, -0.181, -0.496, 0.260, 0.389, -0.209, -0.591, -0.613, 0.387, -0.120, 0.228, -0.541, 0.292, -0.227, 0.328, 0.375, -0.121, 0.058, 0.395, 0.332, -0.334, -0.559, -0.536, 0.450, -0.308, 0.240, -0.538, -0.293, 0.413, -0.592, -0.473, 0.208, -0.563]
}



[3]
{
  "formula": "C6H8InO5",
  "method": "the ωB97M-V functional and the def2-TZVPD basis",
  "s2": 0.75,
  "de_lowest_ev": 0.000,
  "mol_weight_g_mol": 274.9,
  "orbital_gap_ev": [9.58, 5.76],
  "spin_multiplicity": 2,
  "homo_energy_ha": [-0.673, -0.672],
  "total_charge": 2,
  "energy_ha": -798.98488,
  "species": ["C", "H", "O", "H", "C", "O", "C", "H", "C", "H", "O", "H", "In", "O", "H", "C", "C", "H", "O", "H"],
  "coordinates": [[-0.6046, -2.7848, 0.3032], [-1.2336, -2.6873, -1.8081], [0.2331, 1.7906, 1.2062], [1.4506, 3.3225, -1.0786], [1.1854, 0.9663, 0.7485], [0.1175, -1.5966, 0.7625], [-0.2478, 2.5936, 0.1195], [-0.3558, 3.6212, 0.4779], [-1.4302, -2.2137, -0.8427], [0.4394, 2.0787, -1.9069], [-0.9479, -0.8353, -0.9342], [-2.5047, -2.1724, -0.6431], [1.8308, -1.2597, 2.4298], [1.9276, 0.3732, 1.5598], [-1.2198, 2.2026, -0.2047], [-0.1250, -0.5541, 0.0047], [0.8385, 2.4238, -0.9470], [0.1458, -3.5217, 0.0050], [1.6763, 1.3853, -0.4200], [-1.1757, -3.1321, 1.1684]],
  "forces_ev_per_a": [[-0.3, -0.9, 0.2], [-0.1, 0.1, 0.2], [0.9, -1.1, 0.6], [-0.1, -0.3, 0.0], [-2.2, 4.4, -3.0], [0.5, -0.6, 0.8], [-0.4, 0.3, -0.4], [0.0, -0.3, 0.0], [-0.4, -0.7, -0.3], [0.2, 0.2, 0.2], [0.5, 0.5, 0.7], [0.3, 0.0, -0.1], [-0.3, -3.0, 1.6], [1.3, 1.4, -0.3], [0.2, 0.1, 0.1], [0.0, 0.5, -0.8], [-0.3, 0.5, -0.5], [-0.2, 0.1, 0.0], [0.5, -1.1, 1.4], [0.0, -0.1, -0.4]],
  "lowdin_spin": [0.007, 0.000, 0.005, 0.000, 0.012, 0.097, 0.001, 0.000, 0.001, 0.001, 0.003, 0.000, 0.685, 0.172, 0.000, 0.004, 0.002, 0.001, 0.010, 0.001]
}